1.
A molecular structure, C4H8O8S2. Source: the OMol25 dataset; level of theory: the ωB97M-V functional and the def2-TZVPD basis.

Calculated values
Calculated total energy (Eh): -1555.4641
Highest occupied orbital energy (eV): -11.343
Maximum force (eV/Å): 1.162
Molar mass (g mol⁻¹): 248.23
Net charge: 0
Gap between HOMO and LUMO (eV): 11.81
ΔE to the lowest compared entry with this formula, charge and spin (kJ/mol): 1.6

The geometry in XYZ format:
```
22
Properties=species:S:1:pos:R:3:forces:R:3:lowdin_charge:R:1
C -0.855331 -17.924003 5.718875 -0.34 -0.05 0.06 -0.14
C -1.742627 -17.497419 4.533560 0.30 -0.15 0.00 -0.12
O -0.893662 -17.598069 3.377160 -0.09 0.20 -0.05 -0.18
S 0.278728 -18.637300 3.568834 -0.86 -0.52 0.42 0.58
O 1.445275 -18.059043 3.051086 1.04 0.50 -0.16 -0.20
O -0.086154 -19.946650 3.153609 -0.24 -0.07 -0.02 -0.22
O 0.263362 -18.628939 5.170041 0.12 0.07 -0.12 -0.19
H -1.407860 -18.594909 6.374882 0.06 -0.04 0.01 0.12
H -0.483091 -17.088403 6.306603 0.08 0.09 -0.13 0.13
H -2.056035 -16.462963 4.623084 -0.04 0.03 -0.11 0.13
H -2.590139 -18.155732 4.387657 -0.10 0.01 0.12 0.10
C -2.695549 -22.430810 6.225347 -0.14 -0.25 0.64 -0.15
C -1.773599 -21.519450 5.432110 0.02 0.30 -0.56 -0.12
O -2.637443 -20.504237 4.841600 0.12 -0.11 0.12 -0.23
S -4.143987 -20.772472 5.252059 0.22 -0.10 0.04 0.56
O -4.721240 -21.643191 4.301331 -0.30 -0.44 -0.30 -0.20
O -4.770359 -19.558035 5.592090 -0.14 0.63 0.20 -0.21
O -3.795308 -21.563622 6.581948 -0.09 -0.23 0.01 -0.18
H -2.257946 -22.789591 7.154402 0.06 0.18 -0.01 0.14
H -3.077947 -23.297191 5.688306 0.03 0.15 -0.29 0.13
H -1.261964 -22.017621 4.614278 0.14 -0.02 0.10 0.13
H -1.082597 -20.963800 6.060213 0.15 -0.19 0.04 0.12
```
Forces are in eV/Å.

***

2.
C4H8OS in the gas phase. Source: the OMol25 dataset; level of theory: the ωB97M-V functional and the def2-TZVPD basis.

Calculated values
Calculated total energy (Eh): -630.5754
Highest occupied orbital energy (eV): -8.813
Maximum force (eV/Å): 3.927
Molar mass (g mol⁻¹): 104.17
Net charge: 0
Gap between HOMO and LUMO (eV): 9.51
SMILES: C[C@H]1C[C@@H](O)S1
ΔE to the lowest compared entry with this formula, charge and spin (kJ/mol): 156.3

The geometry in XYZ format:
```
14
Properties=species:S:1:pos:R:3:forces:R:3:lowdin_charge:R:1
C 1.067512 0.445244 0.913354 0.73 1.57 0.80 -0.17
C 0.486356 0.614272 -0.395446 -1.65 -0.92 -2.22 -0.58
C -0.374611 -0.670814 -0.814859 3.33 -1.03 1.80 -0.17
C -1.674096 -0.104571 -0.251431 -1.14 0.49 -2.55 -0.68
O -2.138554 -0.673038 0.910187 1.10 -1.01 0.39 -0.03
S -1.083867 1.634947 -0.191819 0.99 -0.23 -0.27 0.88
H 0.329989 -0.013529 1.513754 -0.60 0.05 1.39 0.07
H 1.521711 1.378755 1.250747 -0.75 0.25 0.58 0.09
H 1.903585 -0.153484 0.920318 1.95 -2.05 -0.38 0.06
H 1.196604 0.849632 -1.182382 -0.14 0.73 -0.02 0.10
H -0.102159 -1.020292 -1.872796 -1.54 0.79 1.31 0.13
H 0.051186 -1.523122 -0.129789 -1.12 1.21 -1.24 0.14
H -2.466198 -0.065804 -0.995210 -0.28 -0.39 -0.13 0.09
H -2.832425 -0.118378 1.225012 -0.87 0.52 0.53 0.08
```
Forces are in eV/Å.

***

3.
2 unconnected molecules or ions with the total composition C4H8OS. Source: the OMol25 dataset; level of theory: the ωB97M-V functional and the def2-TZVPD basis.

Calculated values
Calculated total energy (Eh): -630.3894
Highest occupied orbital energy (spin up / spin down) (eV): -8.457 / -8.404
Maximum force (eV/Å): 5.219
Molar mass (g mol⁻¹): 104.17
Net charge: 0
Gap between HOMO and LUMO (spin up / spin down) (eV): 8.47 / 7.58
ΔE to the lowest compared entry with this formula, charge and spin (kJ/mol): 644.5

The geometry in XYZ format:
```
14
Properties=species:S:1:pos:R:3:forces:R:3:lowdin_charge:R:1
C -1.980644 -1.287070 0.322788 -1.07 -5.11 -0.01 -0.02
C -1.138499 1.918329 -1.009495 1.74 1.33 0.95 -0.16
C -0.981581 -0.744531 -0.281334 1.61 1.17 -3.23 -0.38
C 1.913547 -0.090369 1.048243 -0.20 -0.27 0.26 0.03
O -0.732591 1.200853 1.460738 -0.02 0.10 0.86 -0.50
S -0.313436 0.835979 0.107236 -0.76 1.96 0.60 0.75
H -2.249513 -2.447057 0.091549 0.45 3.06 0.17 0.13
H -2.451778 -0.938884 1.191082 -0.44 0.90 1.02 0.05
H -0.789256 3.031884 -1.044922 -0.68 -2.08 0.68 0.06
H -1.046092 1.519634 -1.971567 -0.30 -0.71 -1.74 -0.03
H -0.505952 -1.061420 -1.245548 -0.52 -0.40 1.11 0.10
H 1.752258 -0.429457 2.071317 -0.24 0.18 -0.39 0.02
H 1.718190 -0.753244 0.236289 0.24 -0.59 -0.17 -0.03
H 2.667212 0.649100 0.890936 0.20 0.46 -0.11 -0.01
```
Forces are in eV/Å.

***

4.
A molecular structure, C4H8OS. Source: the OMol25 dataset; level of theory: the ωB97M-V functional and the def2-TZVPD basis.

Calculated values
Calculated total energy (Eh): -630.5543
Highest occupied orbital energy (eV): -8.837
Maximum force (eV/Å): 2.656
Molar mass (g mol⁻¹): 104.17
Net charge: 0
Gap between HOMO and LUMO (eV): 9.64
ΔE to the lowest compared entry with this formula, charge and spin (kJ/mol): 211.7

The geometry in XYZ format:
```
14
Properties=species:S:1:pos:R:3:forces:R:3:lowdin_charge:R:1
C -3.691140 -0.156386 -0.192797 2.48 0.71 0.62 -0.17
C 2.025644 -0.378108 0.130478 -0.98 -1.11 -0.80 -0.34
C 1.948500 1.107144 -0.014084 1.42 0.79 1.01 -0.49
C 0.525191 -0.550037 0.165662 -1.15 -1.25 -0.55 -0.48
O -4.767142 0.019958 0.266748 -0.88 0.17 0.56 0.00
S 0.315855 1.191893 0.769048 -0.49 -0.70 -0.03 0.79
H -2.686810 0.217396 0.343543 -1.76 -0.67 -0.89 0.10
H -3.559734 -0.650192 -1.160265 0.18 -0.20 -0.29 0.07
H 2.330004 -0.963880 -0.704662 1.17 -0.20 -0.75 0.09
H 2.550380 -0.709520 1.012560 -0.04 0.07 0.39 0.11
H 2.756249 1.501451 0.600910 -0.17 0.89 -0.32 0.07
H 1.935001 1.509639 -1.011948 0.13 0.05 -0.36 0.07
H 0.158057 -0.686433 -0.900837 0.20 0.53 1.17 0.09
H 0.159940 -1.452921 0.695645 -0.13 0.91 0.25 0.08
```
Forces are in eV/Å.

***

5.
C4H8OS2 in the gas phase. Source: the OMol25 dataset; level of theory: the ωB97M-V functional and the def2-TZVPD basis.

Calculated values
Calculated total energy (Eh): -1028.8056
Highest occupied orbital energy (eV): -9.152
Maximum force (eV/Å): 1.393
Molar mass (g mol⁻¹): 136.24
Net charge: 0
Gap between HOMO and LUMO (eV): 9.89
SMILES: CSSCCC=O
ΔE to the lowest compared entry with this formula, charge and spin (kJ/mol): 45.8

The geometry in XYZ format:
```
15
Properties=species:S:1:pos:R:3:forces:R:3:lowdin_charge:R:1
C -1.086326 -0.236939 -2.225150 -0.25 -0.05 -0.76 -0.47
S 0.227246 0.994986 -2.150334 0.30 -0.16 -0.16 0.43
S -0.142794 1.962539 -0.416730 -0.15 0.07 0.13 0.49
C 0.833380 1.109905 0.880383 -0.51 0.21 -0.32 -0.52
C 0.814109 -0.427060 0.802412 0.12 0.54 1.28 -0.21
C -0.117735 -0.995471 1.851980 0.00 0.22 -0.63 -0.28
O -1.169327 -1.518229 1.623255 -0.40 -0.25 -0.07 0.07
H -1.165151 -0.836823 -1.335617 -0.02 -0.15 0.34 0.01
H -0.896893 -0.880070 -3.087238 0.37 -0.07 0.10 0.04
H -2.032233 0.225973 -2.462057 -0.31 0.30 0.28 0.03
H 1.830862 1.540766 0.913383 0.05 -0.17 -0.10 0.07
H 0.279507 1.478119 1.743990 0.21 -0.08 0.37 0.06
H 1.779994 -0.759177 1.172634 0.44 -0.22 -0.51 0.11
H 0.599646 -0.758304 -0.201644 0.11 -0.31 -0.10 0.06
H 0.245710 -0.900222 2.890734 0.04 0.11 0.15 0.13
```
Forces are in eV/Å.

***

6.
2 unconnected molecules or ions with the total composition C4H8OSi. Source: the OMol25 dataset; level of theory: the ωB97M-V functional and the def2-TZVPD basis.

Calculated values
Calculated total energy (Eh): -521.7494
Highest occupied orbital energy (eV): -8.439
Maximum force (eV/Å): 4.700
Molar mass (g mol⁻¹): 100.19
Net charge: 0
Gap between HOMO and LUMO (eV): 8.61
ΔE to the lowest compared entry with this formula, charge and spin (kJ/mol): 493.9

The geometry in XYZ format:
```
14
Properties=species:S:1:pos:R:3:forces:R:3:lowdin_charge:R:1
C -0.033948 1.193484 -0.395799 4.05 -1.92 1.40 0.04
C 1.834983 0.328119 0.281180 -3.38 0.46 -2.60 -0.26
C -1.314883 -0.573768 0.836963 -0.05 0.20 -0.17 -0.05
C -1.162392 0.625370 -0.041864 -0.50 -0.09 0.09 -0.48
O -2.387725 1.107967 -0.460206 0.02 -0.18 0.18 0.02
Si 2.181550 -1.204865 -0.470570 -0.13 1.37 0.72 0.66
H -0.357416 -0.825463 1.280457 -0.04 -0.03 0.04 0.05
H -2.046501 -0.359335 1.613905 -0.03 0.00 0.06 0.08
H -1.685366 -1.414896 0.253112 -0.04 -0.09 -0.02 0.09
H 0.152206 2.048260 -1.011228 0.02 0.24 -0.20 0.05
H -2.264663 1.902892 -0.989194 0.08 -0.01 -0.03 0.10
H 3.435910 -1.942706 -0.274097 0.17 0.08 0.09 -0.12
H 2.450351 1.184752 0.482780 0.20 -0.01 0.44 -0.06
H 1.197894 -2.069810 -1.105440 -0.38 -0.01 -0.01 -0.10
```
Forces are in eV/Å.

***

7.
A molecular structure, C4H8OZn. Source: the OMol25 dataset; level of theory: the ωB97M-V functional and the def2-TZVPD basis.

Calculated values
Spin multiplicity: 2
Calculated total energy (Eh): -2011.3628
Highest occupied orbital energy (spin up / spin down) (eV): -11.836 / -14.707
Maximum force (eV/Å): 2.990
Molar mass (g mol⁻¹): 137.50
Net charge: +1
Gap between HOMO and LUMO (spin up / spin down) (eV): 6.92 / 9.69

The geometry in XYZ format:
```
14
Properties=species:S:1:pos:R:3:forces:R:3:mulliken_spin:R:1
H -0.426646 -0.394996 2.024054 1.53 -0.60 -0.89 0.00
C 0.005075 -0.981310 1.140108 -1.72 0.73 1.61 -0.01
C 1.321330 -0.525240 0.365792 0.32 0.73 0.59 0.01
C 0.392554 0.516703 0.110753 1.21 1.42 -0.43 -0.02
C -0.235548 0.839798 -1.203872 -0.03 -1.01 0.16 0.05
O -1.516984 1.277776 -1.069532 2.60 0.99 0.61 -0.04
Zn -3.128170 0.786350 -1.407103 -2.81 -0.77 -0.67 0.98
H 0.165045 -1.982861 1.544751 -0.18 -0.25 -0.85 0.00
H -0.820922 -0.842424 0.438395 -0.71 -1.41 -0.05 0.02
H 1.548283 -1.199208 -0.461416 -0.08 0.10 0.22 0.00
H 2.144410 -0.322750 1.049622 -0.20 -0.11 -0.03 0.00
H 0.188146 1.223214 0.921987 0.22 0.02 -0.45 0.00
H -0.098952 -0.025538 -1.881618 -0.07 0.28 0.04 0.00
H 0.462380 1.630486 -1.571922 -0.09 -0.13 0.15 0.00
```
Forces are in eV/Å.

***

8.
2 unconnected molecules or ions with the total composition C4H8S. Source: the OMol25 dataset; level of theory: the ωB97M-V functional and the def2-TZVPD basis.

Calculated values
Calculated total energy (Eh): -555.1127
Highest occupied orbital energy (eV): -8.661
Maximum force (eV/Å): 6.603
Molar mass (g mol⁻¹): 88.18
Net charge: 0
Gap between HOMO and LUMO (eV): 7.25
ΔE to the lowest compared entry with this formula, charge and spin (kJ/mol): 675.5

The geometry in XYZ format:
```
13
Properties=species:S:1:pos:R:3:forces:R:3:lowdin_charge:R:1
C 0.487588 0.901433 0.430299 2.99 2.32 3.64 -0.52
C -0.701092 0.776859 -0.306907 -4.45 -3.05 -3.81 -0.50
C -0.589406 -0.614682 -1.063637 1.31 -0.94 -1.79 -0.29
C -0.639162 0.772889 -1.844310 -2.85 0.35 0.08 -0.16
H -1.161157 -1.763172 1.119333 3.23 1.75 0.37 0.17
H 0.271028 1.845705 1.048896 0.61 -1.77 0.51 0.10
H 1.491018 1.293346 -0.024208 -1.80 -1.59 0.03 0.13
H -1.806496 0.981370 0.092273 2.94 -0.10 -0.34 0.17
H 0.562024 -1.140643 -0.704058 -3.68 1.80 -2.04 0.05
H -1.333942 -1.577725 -1.286491 1.46 3.17 0.82 0.13
H 0.039989 1.329339 -2.505282 0.71 -0.80 0.84 0.08
H -1.674869 1.198438 -2.228998 1.72 -1.69 0.65 0.12
S 0.766552 -0.824103 1.324741 -2.17 0.55 1.02 0.52
```
Forces are in eV/Å.